# 1
Here is C6H8S in the gas phase from OMol25. Energies are from the ωB97M-V functional and the def2-TZVPD basis.

Structure (XYZ):
```
15
C6H8S (the ωB97M-V functional and the def2-TZVPD basis)
C -0.747 1.052 0.588
C -2.102 1.066 0.142
C 0.594 -1.412 -1.193
C -0.202 -1.208 -0.070
C 0.081 -0.063 0.689
C 1.615 0.312 0.625
S -3.092 -0.201 0.468
H -0.409 2.111 0.817
H -2.487 1.998 -0.216
H 0.335 -2.067 -2.047
H 1.662 -1.060 -1.300
H -1.270 -1.529 -0.292
H 2.221 -0.277 -0.170
H 2.088 -0.004 1.553
H 1.714 1.282 0.407
```

Results
Spin multiplicity = 3
HOMO (alpha / beta) = -6.87 / -8.50 eV
LUMO level (alpha / beta) = 0.926 / -2.308 eV
Net charge = 0

natural (NBO) population analysis, charges in e, atoms 1 to 5:
1. C -0.23
2. C -0.51
3. C -0.34
4. C -0.25
5. C -0.04

=====

# 2
Here is 4 unconnected molecules or ions with the total composition C50H50Cl2N2O15 from OMol25. Energies are from the ωB97M-V functional and the def2-TZVPD basis.

Structure (XYZ):
```
119
C50H50Cl2N2O15 (the ωB97M-V functional and the def2-TZVPD basis)
C 4.332 0.353 -1.923
C 3.327 0.579 -0.687
C 3.930 1.285 0.619
C 1.983 0.147 -0.767
C 0.872 0.391 0.391
C -0.359 -0.604 0.008
C -1.387 -0.859 1.218
C -1.517 0.555 2.029
C -2.867 -1.190 0.669
C -2.968 -2.570 -0.156
C -2.964 -2.335 -1.748
C -1.797 -3.001 -2.571
C -0.619 -3.867 -1.902
C -0.943 -5.462 -2.072
C -2.002 -5.825 -0.934
N -1.527 -5.815 0.474
O -3.212 -6.117 -1.181
C -1.708 -2.832 -4.140
C -0.567 -3.476 -5.047
C -2.836 -2.009 -4.793
C -4.027 -1.373 -3.968
C -4.113 -1.500 -2.434
C -5.307 -0.803 -1.635
C -5.405 0.784 -1.878
C -4.257 1.787 -1.491
C -4.385 3.330 -1.745
C -5.633 3.977 -2.433
C -6.768 2.973 -2.847
C -6.653 1.459 -2.558
C -4.968 -0.669 -5.041
O -6.165 -0.324 -5.019
N -4.070 -0.545 -6.196
C -3.729 0.799 -6.672
Cl -4.747 1.481 -8.043
C -2.720 1.643 -6.159
C -2.446 3.139 -6.724
Cl -1.641 1.090 -4.803
C -3.079 -1.614 -6.342
O -2.593 -2.115 -7.379
H 3.902 0.803 -2.889
H 5.330 0.856 -1.689
H 4.544 -0.767 -2.086
H 4.887 1.828 0.270
H 3.188 2.038 1.085
H 4.181 0.524 1.452
H 1.681 -0.433 -1.718
H 0.488 1.476 0.284
H 1.301 0.200 1.430
H -0.942 -0.049 -0.822
H 0.131 -1.568 -0.368
H -0.988 -1.702 1.896
H -2.563 0.553 2.501
H -0.693 0.670 2.825
H -1.500 1.443 1.296
H -3.635 -1.163 1.523
H -3.142 -0.346 -0.049
H -3.985 -3.034 0.090
H -2.168 -3.298 0.200
H 0.339 -3.657 -2.515
H -0.379 -3.572 -0.828
H 0.032 -6.050 -1.962
H -1.370 -5.567 -3.140
H -2.362 -5.484 1.001
H -0.818 -5.074 0.614
H 0.475 -3.272 -4.626
H -0.623 -3.011 -6.102
H -0.764 -4.604 -5.212
H -5.260 -1.048 -0.508
H -6.288 -1.252 -2.032
H -3.285 1.440 -1.008
H -3.544 4.054 -1.439
H -5.731 5.108 -2.618
H -7.718 3.326 -3.377
H -7.516 0.778 -2.896
H -1.467 3.527 -6.277
H -2.318 3.044 -7.853
H -3.356 3.778 -6.418
C -0.413 -1.317 6.196
C -0.525 -1.472 7.517
C -1.737 -2.091 8.126
O -1.797 -2.235 9.335
C -2.823 -2.502 7.230
C -2.712 -2.343 5.910
C -1.489 -1.750 5.299
O -1.415 -1.637 4.086
O -3.713 -2.718 5.066
O 0.465 -1.073 8.361
H 0.462 -0.871 5.740
H -3.704 -2.933 7.686
H -3.391 -2.501 4.169
H 0.145 -1.295 9.258
C 5.841 -1.194 4.037
C 6.220 -1.841 5.142
C 7.608 -1.723 5.673
O 7.913 -2.312 6.695
C 8.561 -0.893 4.929
C 8.183 -0.250 3.822
C 6.788 -0.346 3.306
O 6.472 0.270 2.302
O 9.057 0.521 3.119
O 5.353 -2.634 5.829
H 4.836 -1.270 3.642
H 9.570 -0.830 5.315
H 8.544 0.877 2.368
H 5.864 -2.984 6.585
C 5.376 7.304 -0.003
C 5.506 6.053 -0.451
C 4.367 5.092 -0.412
O 4.516 3.963 -0.847
C 3.097 5.552 0.161
C 2.968 6.801 0.612
C 4.099 7.770 0.548
O 3.940 8.909 0.953
O 1.797 7.241 1.148
O 6.685 5.604 -0.962
H 6.193 8.012 -0.027
H 2.284 4.839 0.199
H 1.959 8.173 1.396
H 6.521 4.675 -1.216
```

Results
Spin multiplicity = 1
HOMO = -8.63 eV
LUMO level = -1.892 eV
Net charge = 0
Structure (SMILES) = CC(C)=CCC[C@@H](C)CCc1c(CCC(N)=O)c(C)c2c(c1Cc1ccccc1)C(=O)N(/C(Cl)=C(/C)Cl)C2=O.O=C1C=C(O)C(=O)C=C1O.O=C1C=C(O)C(=O)C=C1O.O=C1C=C(O)C(=O)C=C1O

Löwdin population analysis, charges in e, atoms 1 to 5:
1. C -0.09
2. C -0.29
3. C -0.09
4. C -0.09
5. C -0.19

=====

# 3
Here is a molecular structure, C18H33F3O30S7 from OMol25. Energies are from the ωB97M-V functional and the def2-TZVPD basis.

Structure (XYZ):
```
91
C18H33F3O30S7 (the ωB97M-V functional and the def2-TZVPD basis)
C 2.571 11.943 -22.899
C 2.534 11.575 -21.421
O 1.964 10.296 -21.232
C 2.530 9.423 -20.355
O 3.540 9.702 -19.585
C 1.852 8.040 -20.429
F 2.717 7.153 -20.902
F 1.552 7.534 -19.208
F 0.750 8.029 -21.225
H 3.284 11.430 -23.545
H 2.531 13.030 -22.967
H 1.627 11.631 -23.345
H 1.960 12.268 -20.808
H 3.546 11.651 -21.022
C -0.663 16.243 -20.034
C 0.051 15.711 -21.265
O 0.587 14.448 -20.960
S 0.747 14.282 -19.284
O 2.174 14.261 -18.920
O -0.052 13.141 -18.843
O 0.035 15.713 -18.898
H -1.715 15.976 -19.927
H -0.750 17.327 -19.966
H 0.912 16.286 -21.605
H -0.591 15.423 -22.098
C 9.181 9.301 -15.471
C 10.735 9.216 -15.504
O 10.953 7.894 -15.142
S 9.677 6.923 -15.408
O 9.155 6.409 -14.157
O 9.967 5.980 -16.469
O 8.747 8.153 -16.046
H 8.771 10.188 -15.953
H 8.765 9.357 -14.465
H 11.146 9.901 -14.762
H 11.202 9.368 -16.477
C 5.075 14.560 -19.844
C 4.147 14.969 -21.027
O 4.735 14.468 -22.206
S 6.126 13.636 -21.931
O 7.014 14.164 -22.959
O 5.956 12.139 -21.792
O 6.346 14.440 -20.495
H 4.670 13.673 -19.359
H 5.109 15.412 -19.164
H 3.879 16.006 -21.226
H 3.202 14.426 -21.039
C 5.914 9.661 -13.838
C 6.005 8.292 -13.058
O 6.252 8.771 -11.792
S 5.319 10.047 -11.437
O 5.831 10.757 -10.237
O 3.931 9.700 -11.585
O 5.786 10.640 -12.891
H 5.014 9.648 -14.453
H 6.798 9.829 -14.454
H 6.785 7.622 -13.419
H 5.090 7.702 -13.110
C 9.418 14.155 -19.154
C 8.825 12.803 -19.565
O 9.606 11.811 -18.936
S 10.810 12.490 -18.005
O 12.138 11.848 -18.212
O 10.359 12.627 -16.585
O 10.741 13.949 -18.809
H 8.977 14.503 -18.220
H 9.462 14.959 -19.890
H 8.964 12.700 -20.641
H 7.769 12.791 -19.295
C 5.615 10.925 -17.856
C 4.378 11.370 -17.119
O 4.838 11.914 -15.908
S 6.299 12.660 -16.090
O 7.150 12.681 -14.882
O 6.082 13.896 -16.851
O 6.732 11.417 -17.161
H 5.572 11.280 -18.886
H 5.704 9.841 -17.923
H 3.789 10.471 -16.934
H 3.741 12.053 -17.682
C 6.097 8.561 -21.248
C 6.923 7.438 -21.762
O 8.139 7.240 -21.070
S 8.422 8.607 -20.133
O 9.738 9.188 -20.395
O 7.966 8.272 -18.812
O 7.161 9.467 -20.872
H 5.422 8.224 -20.461
H 5.417 9.131 -21.881
H 7.214 7.565 -22.804
H 6.449 6.456 -21.741
```

Results
Spin multiplicity = 1
HOMO = -10.80 eV
LUMO level = -0.558 eV
Net charge = 0

Löwdin population analysis, charges in e, atoms 1 to 5:
1. C -0.03
2. C -0.21
3. O 0.04
4. C -0.22
5. O 0.07

=====

# 4
Here is 11 unconnected molecules or ions with the total composition C4H32N2O10S from OMol25. Energies are from the ωB97M-V functional and the def2-TZVPD basis.

Structure (XYZ):
```
49
C4H32N2O10S (the ωB97M-V functional and the def2-TZVPD basis)
C -1.614 0.865 -2.061
N -0.237 0.328 -1.715
C 0.802 0.795 -2.684
C 1.980 -0.165 -2.731
S 1.407 -1.970 -2.756
C -2.599 0.171 -1.127
N -2.419 0.365 0.307
H -1.659 0.584 -3.124
H -1.648 1.949 -1.939
H -0.024 0.764 -0.812
H 0.261 0.993 -3.595
H 1.078 1.842 -2.348
H 2.611 -0.008 -1.878
H 2.558 -0.234 -3.641
H 0.092 -1.842 -2.928
H -2.560 -0.912 -1.374
H -3.604 0.567 -1.302
H -1.459 0.474 0.585
H -2.901 1.132 0.760
H -0.025 -4.403 1.228
H 1.050 -4.043 0.390
O 0.826 -3.911 1.328
H -1.720 -2.935 0.394
H -0.869 -2.539 -0.845
O -1.095 -3.276 -0.265
H 2.846 -1.213 3.208
H 1.443 -1.048 2.473
O 2.296 -0.609 2.705
H -1.771 3.615 0.817
H -3.191 4.047 1.403
O -2.390 4.356 0.973
H -2.126 -1.957 2.657
H -3.353 -1.151 2.357
O -3.095 -1.999 2.742
H -0.160 2.285 1.308
H 0.274 2.923 -0.026
O -0.490 2.516 0.405
H 0.834 1.139 2.650
H 0.246 1.740 3.794
O 0.016 1.652 2.855
H 0.185 -2.469 1.589
H 0.048 -1.295 0.707
O 0.058 -1.467 1.660
H 2.883 0.326 1.272
H 1.858 0.787 0.309
O 2.816 0.655 0.355
H 2.690 3.934 -0.666
H 3.114 2.824 0.214
O 2.321 3.332 -0.008
```

Results
Spin multiplicity = 1
HOMO = -8.88 eV
LUMO level = 0.170 eV
Net charge = 0
Structure (SMILES) = NCCNCCS.O.O.O.O.O.O.O.O.O.O

natural (NBO) population analysis, charges in e, atoms 1 to 5:
1. C -0.24
2. N -0.68
3. C -0.25
4. C -0.49
5. S -0.11

=====

# 5
Here is C8H15N3O4 in the gas phase from OMol25. Energies are from the ωB97M-V functional and the def2-TZVPD basis.

Structure (XYZ):
```
30
C8H15N3O4 (the ωB97M-V functional and the def2-TZVPD basis)
C -0.645 1.973 0.245
C 0.547 1.044 0.546
C -1.902 1.163 0.590
C -2.317 0.144 -0.466
C -3.084 -1.044 -0.036
C 2.553 0.131 -0.443
C 2.058 -1.312 -0.408
C 3.583 0.571 0.584
H -0.378 3.569 -1.026
H -1.543 2.613 -1.458
H -0.460 2.721 0.986
H -1.697 0.625 1.536
H -2.770 1.781 0.791
H -2.808 0.756 -1.241
H -1.376 -0.312 -0.866
H -1.325 -1.828 0.668
H -2.729 -2.741 0.887
H 1.109 1.575 -1.261
H 3.001 0.161 -1.442
H 4.409 -0.179 0.449
H 2.996 0.586 1.517
H 4.032 1.566 0.393
H 2.440 -2.991 -0.088
N -0.660 2.626 -1.080
N -2.258 -2.017 0.391
N 1.409 1.072 -0.465
O 0.656 0.504 1.659
O -4.286 -1.099 -0.106
O 1.005 -1.642 -0.882
O 2.988 -2.223 -0.100
```

Results
Spin multiplicity = 1
HOMO = -9.49 eV
LUMO level = 0.529 eV
Net charge = 0
Structure (SMILES) = C[C@H](NC(=O)[C@@H](N)CCC(N)=O)C(=O)O

natural (NBO) population analysis, charges in e, atoms 1 to 5:
1. C -0.14
2. C 0.68
3. C -0.40
4. C -0.51
5. C 0.67

=====

# 6
Here is C27H31N3O3 in the gas phase from OMol25. Energies are from the ωB97M-V functional and the def2-TZVPD basis.

Structure (XYZ):
```
64
C27H31N3O3 (the ωB97M-V functional and the def2-TZVPD basis)
O -2.030 1.300 -0.211
C -1.876 0.215 0.311
C -0.709 -0.110 1.128
C -0.575 -1.325 1.753
O 0.486 -1.631 2.469
H 1.102 -0.817 2.448
C -1.619 -2.393 1.662
H -1.318 -3.084 0.868
C -2.998 -1.825 1.331
C -3.660 -1.076 2.466
C -2.974 -0.588 3.569
C -3.640 0.116 4.559
C -5.000 0.343 4.463
C -5.697 -0.145 3.370
C -5.031 -0.848 2.385
H -5.583 -1.231 1.538
H -6.760 0.022 3.286
H -5.516 0.894 5.235
H -3.088 0.488 5.409
H -1.913 -0.751 3.674
C -2.866 -0.913 0.106
H -2.501 -1.495 -0.747
H -3.828 -0.479 -0.170
H -3.657 -2.660 1.062
H -1.630 -2.959 2.595
C 0.319 0.894 1.262
N 1.377 0.676 1.943
C 2.424 1.641 2.037
H 2.259 2.507 1.380
C 3.796 0.977 1.756
N 4.152 0.647 0.407
C 3.485 -0.442 -0.263
C 2.349 -0.012 -1.214
N 2.829 1.006 -2.115
C 2.840 0.975 -3.466
O 3.339 1.872 -4.122
C 2.174 -0.222 -4.132
C 0.707 -0.319 -3.807
C 0.091 -1.553 -3.643
C -1.266 -1.633 -3.384
C -2.023 -0.479 -3.277
C -1.415 0.756 -3.424
C -0.061 0.835 -3.692
H 0.410 1.798 -3.822
H -1.998 1.658 -3.326
H -3.083 -0.538 -3.084
H -1.733 -2.602 -3.274
H 0.675 -2.460 -3.730
H 2.696 -1.144 -3.867
H 2.293 -0.071 -5.209
C 3.373 2.154 -1.418
C 4.521 1.706 -0.504
H 5.331 1.328 -1.142
H 4.899 2.557 0.064
H 2.572 2.623 -0.836
H 3.734 2.860 -2.168
H 1.505 0.395 -0.644
H 1.993 -0.882 -1.760
H 4.240 -0.966 -0.865
H 3.092 -1.136 0.481
H 4.571 1.651 2.134
H 3.836 0.054 2.342
H 2.452 1.997 3.072
H 0.127 1.841 0.749
```

Results
Spin multiplicity = 1
HOMO = -8.09 eV
LUMO level = 0.413 eV
Net charge = 0
Structure (SMILES) = O=C1C[C@H](c2ccccc2)CC(O)=C1/C=N/CCN1CCN(C(=O)Cc2ccccc2)CC1

natural (NBO) population analysis, charges in e, atoms 1 to 5:
1. O -0.57
2. C 0.59
3. C -0.41
4. C 0.53
5. O -0.66

=====

# 7
Here is C7H10NP in the gas phase from OMol25. Energies are from the ωB97M-V functional and the def2-TZVPD basis.

Structure (XYZ):
```
19
C7H10NP (the ωB97M-V functional and the def2-TZVPD basis)
C 0.312 1.554 -0.322
C 1.581 1.176 -0.159
C -0.899 -0.285 1.178
C -1.055 -1.665 0.571
C -1.282 -0.310 -1.321
C -0.967 0.706 -0.101
C -1.016 -1.697 -0.943
N 3.660 -0.453 0.410
P 2.175 -0.612 0.030
H 0.075 2.549 -0.570
H 2.418 1.842 -0.374
H -1.732 0.021 1.696
H -0.026 -0.170 1.707
H -0.320 -2.393 0.824
H -2.098 -2.044 0.716
H -2.326 -0.213 -1.592
H -0.821 -0.060 -2.301
H -1.691 1.567 0.147
H 4.009 0.487 0.404
```

Results
Spin multiplicity = 1
HOMO = -8.60 eV
LUMO level = -0.478 eV
Net charge = 0

natural (NBO) population analysis, charges in e, atoms 1 to 5:
1. C -0.12
2. C -0.59
3. C -0.42
4. C -0.60
5. C -0.63

=====

# 8
Here is C21H24N2O4S in the gas phase from OMol25. Energies are from the ωB97M-V functional and the def2-TZVPD basis.

Structure (XYZ):
```
52
C21H24N2O4S (the ωB97M-V functional and the def2-TZVPD basis)
C -8.311 2.033 -1.071
C -7.484 0.797 -0.742
C -5.998 1.127 -0.639
C -5.164 -0.104 -0.302
H -5.300 -0.875 -1.074
H -5.482 -0.521 0.665
O -3.811 0.295 -0.242
C -2.863 -0.643 0.051
C -1.546 -0.190 0.086
C -0.498 -1.043 0.371
C -0.755 -2.385 0.633
C -2.068 -2.841 0.596
C -3.115 -1.986 0.309
H -4.118 -2.381 0.291
H -2.256 -3.884 0.800
O 0.188 -3.335 0.946
C 1.542 -2.967 1.008
C 2.164 -2.875 -0.385
H 2.101 -3.834 -0.898
H 1.686 -2.100 -0.982
S 3.931 -2.471 -0.299
C 3.809 -0.782 0.098
N 2.688 -0.142 0.267
C 3.048 1.150 0.560
C 2.257 2.259 0.831
C 2.903 3.449 1.095
C 4.294 3.546 1.094
C 5.097 2.453 0.832
C 4.457 1.256 0.566
N 4.924 -0.012 0.288
C 6.283 -0.403 0.087
C 6.769 -0.035 -1.311
O 6.097 0.456 -2.169
O 8.062 -0.333 -1.457
H 8.367 -0.112 -2.351
H 6.374 -1.488 0.207
H 6.930 0.085 0.822
H 6.174 2.536 0.827
H 4.754 4.500 1.303
H 2.319 4.333 1.307
H 1.182 2.180 0.831
H 1.676 -2.019 1.540
H 2.031 -3.766 1.575
H 0.504 -0.642 0.381
H -1.359 0.852 -0.122
H -5.641 1.540 -1.585
H -5.835 1.880 0.134
H -7.826 0.371 0.205
H -7.634 0.042 -1.517
H -9.366 1.780 -1.140
H -8.189 2.789 -0.298
H -7.996 2.461 -2.020
```

Results
Spin multiplicity = 1
HOMO = -7.65 eV
LUMO level = 0.402 eV
Net charge = 0
Structure (SMILES) = CCCCOc1ccc(OCCSc2nc3ccccc3n2CC(=O)O)cc1

natural (NBO) population analysis, charges in e, atoms 1 to 5:
1. C -0.60
2. C -0.39
3. C -0.41
4. C -0.05
5. H 0.17

=====

What energy above the lowest of the compared OMol25 structures with the same formula, charge and spin values result from the calculations? In sequence: 63.3, 312.8, 79.9, 0.0, 21.5, 52.8, 98.7, 18.1 kcal per mole.